ORCA calculation (ωB97M-V with the def2-TZVPD basis set) on C4H5NOS2 as an isolated structure in a non-equilibrium geometry.

CARTESIAN COORDINATES (ANGSTROEM)
C  -0.40  -0.75  -1.37
C  0.74  1.20  -0.86
C  0.29  -0.09  -0.15
C  1.07  -1.04  1.79
H  -1.41  -1.08  -1.29
H  0.22  -1.48  -1.85
H  1.75  0.98  -1.22
H  0.70  2.17  -0.40
H  1.83  -1.57  2.35
N  0.01  -0.64  2.37
O  1.28  -0.91  0.47
S  -0.46  0.89  -2.16
S  -1.01  0.17  1.25

Computed properties:
Kohn-Sham gap (eV): 9.425
Calculated total energy (eV): -29435.6237
E_LUMO (eV): 0.8
E_HOMO (Ha): -0.3185
Energy above the lowest of the compared OMol25 structures with the same formula, charge and spin (kcal/mol): 33.9
Charge: 0
Molecular weight (g/mol): 147.22

Here are the Mulliken charges for atoms 1 to 6, given in e: -0.69, -0.61, 0.50, -0.01, 0.33, 0.34